Record 1
This record from the OMol25 dataset describes a 14-piece molecular cluster, C2H29O15 overall. The level of theory is the ωB97M-V functional and the def2-TZVPD basis.

As for the HOMO energy: -6.1314 eV. Its spin multiplicity is 1. The charge is -1. The energy relative to the best compared isomer or geometry (same formula, charge and spin) is 120.4 kcal/mol. As for the HOMO-LUMO gap: 0.3032 Eh.

Element x y z (Å)
O 1.70 -0.88 -0.20
C 0.84 -0.72 0.69
O 0.60 -1.74 1.49
C -0.17 0.37 0.51
H -1.10 0.13 0.91
H 0.01 1.41 0.85
H -0.22 0.48 -0.46
H -0.97 3.64 -0.87
H -1.94 2.55 -1.09
O -1.77 3.37 -0.49
H -2.35 -3.66 0.10
H -3.28 -2.56 0.36
O -3.12 -3.23 -0.33
H -2.07 -2.62 -2.98
H -2.66 -2.04 -1.60
O -2.38 -1.85 -2.51
H -1.23 0.55 -3.39
H -0.83 -0.86 -3.60
O -0.64 0.02 -3.89
H -0.94 -1.15 3.30
H 0.10 -2.18 3.59
O -0.26 -1.47 4.09
H -0.26 2.52 3.01
H 0.66 3.54 2.32
O -0.11 3.40 2.81
H 2.04 -2.65 0.57
H 1.99 -3.61 1.62
O 2.36 -3.44 0.76
H 1.18 2.75 -1.49
H 1.68 4.02 -0.72
O 0.91 3.56 -0.89
H 1.05 0.17 2.82
H 1.03 0.92 4.16
O 0.99 1.06 3.25
H -3.21 0.31 -0.11
H -4.57 -0.27 -0.01
O -3.72 -0.53 0.12
H 3.32 1.10 0.19
H 3.81 1.51 1.72
O 3.84 1.69 0.80
H 2.03 -1.49 -1.93
H 1.22 -2.58 -2.53
O 2.05 -2.13 -2.62
H 0.72 1.11 -2.71
H 1.95 0.33 -2.74
O 1.71 1.17 -2.88

Record 2
This record from the OMol25 dataset describes C26H50Cl2N3O5SiV as an isolated structure. The level of theory is the ωB97M-V functional and the def2-TZVPD basis.

As for the HOMO energy (alpha / beta): -6.3551 / -6.3550 eV. Its spin multiplicity is 3. The charge is 0. The energy relative to the best compared isomer or geometry (same formula, charge and spin) is 87.7 kcal/mol. As for the HOMO-LUMO gap (alpha / beta): 0.2174 / 0.2337 Eh.

Element x y z (Å)
C -4.45 0.62 1.08
C -4.60 -0.13 -0.20
H -4.38 1.71 0.90
H -3.55 0.29 1.62
H -5.32 0.46 1.75
C -5.69 0.05 -0.99
C -6.63 1.19 -0.81
H -6.00 -0.67 -1.74
H -6.07 2.14 -0.72
H -7.25 1.05 0.10
H -7.30 1.27 -1.68
V -0.27 -0.16 1.30
Cl -1.32 -2.20 1.49
C 1.80 -2.10 0.35
O 1.27 -0.95 0.25
N 2.73 -2.56 -0.50
C 3.26 -1.72 -1.57
C 3.03 -3.99 -0.57
H 1.51 -2.81 1.15
H 3.68 -0.80 -1.16
H 2.48 -1.47 -2.31
H 4.05 -2.29 -2.06
H 3.26 -4.37 0.43
H 3.89 -4.14 -1.23
H 2.18 -4.57 -0.97
H 7.49 0.29 1.11
H 7.59 0.97 3.50
C 6.86 1.17 0.89
C 6.94 1.83 3.26
N 6.12 1.52 2.10
H 6.16 0.95 0.08
C 4.77 1.63 2.10
O 4.04 1.43 1.11
H 6.29 2.05 4.12
H 4.37 1.93 3.09
H 7.52 2.01 0.62
H 7.58 2.70 3.05
H 1.57 4.78 2.48
H -1.04 3.91 -0.32
C 1.69 4.82 1.39
C -0.02 4.33 -0.40
N 0.84 3.85 0.71
H 2.76 4.65 1.17
C 0.89 2.57 1.07
O 0.05 1.72 0.65
H 0.42 4.07 -1.38
H 1.75 2.27 1.72
H 1.42 5.81 1.04
H -0.03 5.41 -0.31
O -2.23 -0.21 -0.71
C -3.43 -1.01 -0.61
C -4.22 -1.50 -3.00
C -3.77 -1.97 -1.77
H -4.42 -0.44 -3.15
C -4.47 -2.37 -4.08
H -3.21 -1.64 0.27
C -3.63 -3.36 -1.61
H -4.78 -1.98 -5.05
C -4.30 -3.75 -3.91
C -3.91 -4.24 -2.66
H -3.29 -3.74 -0.64
H -4.47 -4.44 -4.75
H -3.80 -5.32 -2.50
Si -1.66 0.39 -2.37
Cl -2.84 2.14 -2.32
C -2.12 0.28 -4.24
C -0.92 -1.48 -2.58
C 0.11 1.06 -2.21
H -2.05 -0.72 -4.69
H -1.39 0.89 -4.79
H -3.11 0.69 -4.47
H 0.09 2.10 -1.87
H 0.61 0.99 -3.17
H 0.74 0.48 -1.51
H -1.60 -2.14 -3.15
H -0.77 -1.95 -1.60
H 0.05 -1.44 -3.11
C 2.39 -0.32 4.34
C 0.97 -0.68 3.95
C 0.02 -0.67 5.14
O 0.47 0.23 2.95
H 2.46 0.72 4.66
H 3.06 -0.47 3.48
H 2.77 -0.96 5.14
H 0.98 -1.68 3.51
H -0.12 0.35 5.52
H -0.96 -1.06 4.84
H 0.37 -1.29 5.96

Record 3
This record from the OMol25 dataset describes C25H34N4O4V as an isolated structure. The level of theory is the ωB97M-V functional and the def2-TZVPD basis.

As for the HOMO energy (alpha / beta): -1.2899 / -1.2976 eV. Its spin multiplicity is 2. The charge is -2. The energy relative to the best compared isomer or geometry (same formula, charge and spin) is 22.5 kcal/mol. As for the HOMO-LUMO gap (alpha / beta): 0.2284 / 0.2287 Eh.

Element x y z (Å)
V 2.21 -0.25 0.17
C 1.40 -1.38 -3.42
N 0.47 -0.37 -3.00
C 0.79 0.98 -3.46
C 0.31 1.95 -2.39
C 1.36 2.41 -1.38
N 1.13 1.74 -0.10
C 0.41 2.35 0.75
C 0.06 1.88 2.08
C -0.62 2.77 2.91
C -1.00 2.42 4.20
C -0.70 1.13 4.64
C -0.04 0.23 3.84
C 0.37 0.57 2.52
O 0.96 -0.32 1.79
C -0.92 -0.70 -3.24
C -1.47 -1.75 -2.28
C -1.33 -1.32 -0.81
N -1.87 0.00 -0.57
C -2.57 0.16 0.47
C -3.20 1.38 0.97
C -4.22 1.19 1.90
C -4.93 2.23 2.48
C -4.56 3.53 2.14
C -3.54 3.77 1.25
C -2.80 2.72 0.59
O -1.88 2.98 -0.22
H 1.44 -1.51 -4.52
H 1.11 -2.34 -2.98
H 2.40 -1.15 -3.04
H 0.29 1.19 -4.43
H 1.87 1.04 -3.64
H -0.48 1.43 -1.84
H -0.19 2.83 -2.80
H 1.31 3.50 -1.26
H 2.38 2.13 -1.65
H -0.01 3.33 0.49
H -0.87 3.75 2.52
H -1.54 3.12 4.83
H -0.99 0.83 5.64
H 0.18 -0.78 4.17
H -1.09 -0.99 -4.30
H -1.50 0.20 -3.06
H -0.98 -2.72 -2.41
H -2.53 -1.89 -2.52
H -0.26 -1.31 -0.57
H -1.80 -2.07 -0.15
H -2.78 -0.72 1.11
H -4.47 0.16 2.17
H -5.73 2.03 3.19
H -5.07 4.38 2.59
H -3.24 4.78 1.00
O 3.88 0.44 0.52
O 3.67 0.46 -0.92
C 1.63 -4.24 -0.11
C 2.78 -3.22 -0.03
C 3.79 -3.49 -1.17
C 3.51 -3.37 1.31
N 2.27 -1.90 -0.14
H 1.99 -5.26 0.02
H 1.14 -4.16 -1.08
H 0.89 -4.02 0.66
H 4.33 -4.43 -1.01
H 4.51 -2.67 -1.20
H 3.28 -3.53 -2.13
H 3.90 -4.38 1.45
H 2.82 -3.13 2.12
H 4.33 -2.65 1.36

Record 4
This record from the OMol25 dataset describes a single C4H12N2O molecule. The level of theory is the ωB97M-V functional and the def2-TZVPD basis.

Its structure (SMILES) is NCNCCCO. As for the HOMO energy: -8.7660 eV. Its spin multiplicity is 1. The charge is 0. The energy relative to the best compared isomer or geometry (same formula, charge and spin) is 35.0 kcal/mol. As for the HOMO-LUMO gap: 0.3480 Eh.

Element x y z (Å)
N 1.93 -1.45 1.95
C 0.94 -0.39 1.85
N 0.76 0.08 0.50
C -0.33 1.04 0.36
C -0.72 1.32 -1.09
C -0.83 0.07 -1.95
O -1.55 -0.92 -1.26
H 1.47 -2.34 1.78
H 2.55 -1.37 1.15
H 1.19 0.43 2.50
H 0.00 -0.79 2.28
H 0.57 -0.71 -0.10
H 0.02 1.98 0.81
H -1.23 0.72 0.89
H -0.17 2.12 -1.59
H -1.74 1.73 -1.06
H 0.20 -0.26 -2.19
H -1.24 0.35 -2.93
H -1.83 -1.60 -1.89

Record 5
This record from the OMol25 dataset describes a 2-piece molecular cluster, C5H8N5S overall. The level of theory is the ωB97M-V functional and the def2-TZVPD basis.

As for the HOMO energy (alpha / beta): -13.1857 / -13.1856 eV. Its spin multiplicity is 1. The charge is +1. The energy relative to the best compared isomer or geometry (same formula, charge and spin) is 73.7 kcal/mol. As for the HOMO-LUMO gap (alpha / beta): 0.3078 / 0.3077 Eh.

Element x y z (Å)
C -2.41 1.42 1.22
C -3.07 1.34 0.04
C -0.96 0.21 0.11
C 1.00 -0.80 0.84
C 0.38 -0.89 -1.52
N -1.24 0.75 1.29
N 1.94 1.97 -0.29
N 1.21 2.58 -0.91
N 2.45 1.08 0.40
N 0.19 -0.61 -0.13
S -2.20 0.38 -1.05
H -2.73 1.95 2.06
H -3.94 1.80 -0.22
H 1.97 -1.38 0.54
H 0.77 -0.52 1.82
H 0.05 -0.20 -2.27
H 1.36 -1.11 -1.86
H -0.09 -1.76 -1.65
H 3.23 1.12 1.03

Record 6
This record from the OMol25 dataset describes a 2-piece molecular cluster, C4H13N2O2 overall. The level of theory is the ωB97M-V functional and the def2-TZVPD basis.

As for the HOMO energy (alpha / beta): -19.3350 / -19.1084 eV. Its spin multiplicity is 2. The charge is +2. The energy relative to the best compared isomer or geometry (same formula, charge and spin) is 42.7 kcal/mol. As for the HOMO-LUMO gap (alpha / beta): 0.4234 / 0.2417 Eh.

Element x y z (Å)
O 0.62 -1.98 0.79
C -0.51 -1.67 0.84
C -1.21 -0.69 -0.18
C -0.35 0.28 -1.05
C 1.06 -0.36 -1.55
N 2.18 0.00 -0.55
N -1.95 0.23 0.68
H -1.24 -2.08 1.65
H -1.68 -1.46 -0.89
H -0.11 1.23 -0.53
H -0.81 0.78 -1.93
H 1.23 0.18 -2.49
H 0.97 -1.48 -1.46
H 1.77 0.82 0.04
H 3.04 0.31 -0.96
H 2.42 -0.82 0.00
H -2.41 0.01 1.57
H -2.36 1.03 0.18
H 0.26 2.52 2.15
H -0.81 1.34 2.07
O -0.12 1.81 1.63